Record 1
This record from the OMol25 dataset describes a single C2H2O2S molecule at a distorted geometry. The level of theory is the ωB97M-V functional and the def2-TZVPD basis.

The geometry in XYZ format:
```
7
Properties=species:S:1:pos:R:3
C 0.719 0.277 0.720
C -0.628 0.666 0.375
O 1.351 0.724 1.644
O -0.629 2.517 2.134
S -1.441 1.902 1.109
H 1.147 -0.489 0.042
H -1.155 0.146 -0.407
```

For the relative energy (zero: lowest compared OMol25 entry of this formula, charge and spin), the calculation gives 145.0 kJ/mol. The spin multiplicity is 1. The gap between HOMO and LUMO comes out at 0.3127 Ha. The calculation puts the HOMO energy at -0.36358 Eh. The calculation puts the maximum force at 0.03877 Eh/bohr. The calculation puts the energy at -626.00714 hartree.

Record 2
This record from the OMol25 dataset describes C44H44BBrF4N5O7SSb2Tl as an isolated structure at a distorted geometry. The level of theory is the ωB97M-V functional and the def2-TZVPD basis.

The geometry in XYZ format:
```
110
Properties=species:S:1:pos:R:3
Tl -0.559 -0.202 0.515
C 1.398 2.640 -0.465
C 2.379 1.953 -1.399
C 2.964 0.661 -0.852
Sb 4.578 1.026 0.538
C 6.036 -0.455 -0.098
C 6.335 -1.596 0.628
C 7.413 -2.390 0.273
C 8.207 -2.046 -0.808
C 7.910 -0.912 -1.546
C 6.834 -0.124 -1.183
C 3.846 -0.164 2.160
C 4.119 0.229 3.460
C 3.664 -0.522 4.527
C 2.904 -1.655 4.296
C 2.621 -2.047 2.999
C 3.105 -1.311 1.931
Sb 2.173 2.957 1.544
C 0.455 3.902 2.488
C 0.689 4.756 3.557
C -0.366 5.320 4.249
C -1.671 5.039 3.879
C -1.910 4.162 2.836
C -0.850 3.587 2.156
C 2.915 4.852 0.781
C 4.228 4.959 0.353
C 4.664 6.080 -0.332
C 3.788 7.119 -0.593
C 2.477 7.032 -0.153
C 2.046 5.903 0.521
H 0.482 2.059 -0.428
H 1.145 3.625 -0.860
H 3.190 2.644 -1.667
H 1.826 1.725 -2.316
H 3.358 0.037 -1.652
H 2.200 0.080 -0.334
H 5.722 -1.860 1.479
H 7.641 -3.280 0.847
H 9.062 -2.653 -1.072
H 8.523 -0.637 -2.397
H 6.599 0.773 -1.746
H 4.695 1.132 3.637
H 3.890 -0.221 5.540
H 2.531 -2.234 5.128
H 2.014 -2.924 2.813
H 2.910 -1.640 0.920
H 1.712 4.975 3.844
H -0.176 5.976 5.086
H -2.495 5.495 4.412
H -2.928 3.916 2.560
H -1.042 2.886 1.357
H 4.918 4.145 0.551
H 5.688 6.138 -0.675
H 4.121 7.989 -1.146
H 1.786 7.840 -0.354
H 1.016 5.840 0.849
O -3.044 -4.025 -0.242
C -2.019 -3.380 -0.011
O -2.000 -2.232 0.512
C -0.685 -4.100 -0.314
C -0.766 -5.457 -0.402
C 0.356 -6.262 -0.694
C 1.577 -5.658 -0.947
C 1.710 -4.283 -0.861
C 0.592 -3.416 -0.480
O 0.752 -2.197 -0.318
N 2.990 -3.748 -1.144
O 3.204 -2.553 -1.022
O 3.870 -4.529 -1.510
N 0.241 -7.656 -0.729
O 1.225 -8.325 -1.048
O -0.834 -8.173 -0.432
H -1.731 -5.929 -0.277
H 2.436 -6.264 -1.204
C -2.457 -4.577 3.021
C -3.073 -3.195 3.154
N -2.150 -2.296 3.839
C -1.945 -0.988 3.596
S -0.457 -0.325 3.986
N -2.914 -0.156 3.168
C -4.342 -0.356 3.097
C -4.841 -0.266 1.661
H -3.103 -5.185 2.396
H -2.335 -5.053 3.994
H -1.494 -4.506 2.522
H -4.006 -3.275 3.728
H -3.285 -2.805 2.154
H -1.290 -2.746 4.129
H -2.593 0.779 2.964
H -4.823 0.412 3.720
H -4.583 -1.322 3.529
H -4.700 0.745 1.289
H -5.896 -0.520 1.605
H -4.275 -0.949 1.032
F -2.828 1.296 -3.416
B -1.454 1.104 -3.322
F -1.151 0.484 -2.092
F -0.840 2.347 -3.347
F -1.021 0.326 -4.363
Br -4.147 6.053 -1.104
C -3.840 4.180 -0.972
C -4.863 3.295 -1.267
C -4.604 1.947 -1.110
C -3.348 1.559 -0.662
N -2.394 2.420 -0.363
C -2.617 3.710 -0.530
H -5.828 3.647 -1.604
H -5.354 1.209 -1.338
H -3.089 0.517 -0.553
H -1.802 4.377 -0.285
```

For the relative energy (zero: lowest compared OMol25 entry of this formula, charge and spin), the calculation gives 150.2 kJ/mol. The spin multiplicity is 1. The gap between HOMO and LUMO comes out at 0.2580 Ha. The calculation puts the HOMO energy at -0.13051 Eh. The calculation puts the maximum force at 0.03061 Eh/bohr. The calculation puts the energy at -6553.22433 hartree. Its net charge is -2.